No. 1
A cluster of 2 separate species, C2H7OS in total, computed with the ωB97M-V functional and the def2-TZVPD basis.

Geometry as XYZ:
```
11
Properties=species:S:1:pos:R:3
O -0.29 2.05 2.73
H -1.07 2.14 2.16
C 0.24 -1.67 0.36
S -0.77 -0.58 -0.49
C 0.12 0.13 -1.95
H 1.05 -1.25 0.94
H -0.04 -2.71 0.41
H -0.07 1.12 2.57
H 0.68 1.03 -1.73
H -0.66 0.40 -2.69
H 0.81 -0.64 -2.32
```

Values from the calculation:
Highest occupied orbital energy in Ha: -0.0463
Molar mass in g/mol: 79.14
Energy above the lowest of the compared OMol25 structures with the same formula, charge and spin in kJ/mol: 226.1
Total charge: -1
Total energy in eV: -15069.062
Gap between HOMO and LUMO in hartree: 0.1932

***

No. 2
A cluster of 3 separate species, C5H13N3O2 in total, computed with the ωB97M-V functional and the def2-TZVPD basis.

Geometry as XYZ:
```
23
Properties=species:S:1:pos:R:3
C 0.87 -0.83 1.58
C -3.96 0.59 -8.27
C 0.23 -2.47 3.28
C 1.30 2.81 3.24
C 0.49 -1.16 2.88
N -3.45 -0.53 -8.06
N 1.61 0.92 0.40
N 1.20 0.48 1.49
O 1.12 -1.59 0.50
O -4.27 1.69 -8.32
H 1.13 -2.86 3.85
H -0.07 -3.16 2.51
H -0.42 -2.45 4.24
H 1.84 1.93 3.34
H 1.73 3.29 2.37
H 1.43 3.53 4.07
H 0.65 -0.46 3.66
H 0.25 2.62 3.06
H -2.48 -0.69 -7.90
H -3.82 -1.38 -8.53
H 1.48 1.87 0.42
H 1.16 -2.65 0.70
H 1.97 0.49 -0.51
```

Values from the calculation:
Highest occupied orbital energy in Ha: -0.5661
Molar mass in g/mol: 147.18
Energy above the lowest of the compared OMol25 structures with the same formula, charge and spin in kJ/mol: 155.3
Total charge: +2
Total energy in eV: -13941.004
Gap between HOMO and LUMO in hartree: 0.2781

***

No. 3
A structure of composition C6H20F12N2O12P2S3, computed with the ωB97M-V functional and the def2-TZVPD basis.

Geometry as XYZ:
```
57
Properties=species:S:1:pos:R:3
N 12.77 2.99 31.32
H 12.64 3.99 31.50
H 12.22 2.74 30.49
H 12.41 2.41 32.08
H 13.75 2.79 31.09
N 17.23 4.78 29.53
H 17.61 3.84 29.37
H 16.68 4.75 30.40
H 16.65 5.05 28.74
H 18.03 5.40 29.63
P 13.94 6.26 30.15
F 14.12 5.52 28.75
F 14.75 5.07 30.98
F 15.41 6.96 29.85
F 13.89 7.06 31.55
F 13.18 7.47 29.43
F 12.56 5.50 30.49
P 15.23 1.68 28.65
F 14.82 1.22 27.19
F 16.24 2.82 28.04
F 14.05 2.78 28.66
F 15.67 2.19 30.15
F 14.25 0.61 29.32
F 16.44 0.61 28.68
C 14.68 11.15 28.52
C 13.40 10.93 29.29
O 12.83 12.25 29.37
S 13.43 13.15 28.17
O 14.43 14.02 28.68
O 12.39 13.66 27.41
O 14.15 11.93 27.43
H 15.17 10.27 28.13
H 15.35 11.73 29.16
H 13.54 10.54 30.29
H 12.69 10.28 28.77
C 16.14 7.47 33.49
C 15.98 8.69 32.62
O 16.86 9.64 33.26
S 17.18 9.22 34.76
O 16.82 10.22 35.66
O 18.49 8.68 34.79
O 16.10 8.05 34.81
H 17.14 7.04 33.35
H 15.38 6.70 33.38
H 14.96 9.09 32.68
H 16.23 8.59 31.57
C 11.98 7.27 26.59
C 12.91 6.31 25.87
O 12.03 5.41 25.15
S 10.78 6.23 24.63
O 9.60 5.51 24.78
O 11.13 6.82 23.40
O 10.82 7.34 25.78
H 12.44 8.26 26.63
H 11.76 7.04 27.63
H 13.55 5.63 26.42
H 13.50 6.85 25.13
```

Values from the calculation:
Highest occupied orbital energy in Ha: -0.4076
Molar mass in g/mol: 698.35
Total charge: 0
Total energy in eV: -117799.816
Gap between HOMO and LUMO in hartree: 0.3674

***

No. 4
A structure of composition C32H40N3O4P2Sm, computed with the ωB97M-V functional and the def2-TZVPD basis.

Geometry as XYZ:
```
82
Properties=species:S:1:pos:R:3
C -0.37 3.95 -3.44
C -0.36 2.59 -3.13
N 0.52 2.10 -2.22
C 1.39 2.93 -1.59
C 1.39 4.31 -1.84
C 0.50 4.82 -2.79
C -1.35 1.69 -3.86
P -1.91 0.14 -2.98
Sm 0.30 -0.20 -1.35
P 2.80 0.60 -0.56
C 2.35 2.41 -0.50
C 0.40 -2.68 -1.57
C -0.64 -3.22 -0.84
C -0.58 -4.60 -0.55
C 0.49 -5.35 -1.03
C 1.53 -4.76 -1.74
C 1.50 -3.37 -1.98
O -0.33 0.44 -6.12
O 0.78 -1.78 -4.94
H -1.09 4.30 -4.18
H 2.04 4.94 -1.25
H 0.48 5.89 -3.00
C -3.32 0.62 -1.94
C -2.54 -1.16 -4.08
H 3.30 2.97 -0.56
H 1.86 2.59 0.48
H -0.88 1.29 -4.82
H -2.26 2.28 -4.08
C 3.25 0.01 1.12
C 4.35 0.56 -1.50
H -1.47 -2.61 -0.46
H -1.37 -5.03 0.06
H 0.51 -6.42 -0.83
H 2.39 -5.34 -2.10
H 2.35 -2.88 -2.47
H 1.10 -1.23 -4.10
H 0.66 -2.68 -4.56
H 0.08 -0.38 -5.72
H 0.38 0.89 -6.59
H 1.32 -0.56 -3.05
H -4.25 0.81 -2.50
H -3.50 -0.20 -1.23
H -3.06 1.50 -1.33
H -3.43 -0.89 -4.66
H -1.74 -1.50 -4.75
H -2.79 -2.03 -3.45
H 5.20 1.03 -1.00
H 4.56 -0.50 -1.72
H 4.15 1.04 -2.47
H 4.19 0.43 1.50
H 2.46 0.20 1.85
H 3.33 -1.09 1.08
O -1.55 2.65 0.43
C -1.20 1.72 1.15
N -1.24 1.67 2.55
C -0.85 0.38 3.11
C -0.53 -0.37 1.81
O -0.13 -1.54 1.72
N -0.67 0.48 0.75
C 0.43 0.49 3.92
C 1.02 -0.69 4.38
C 2.22 -0.65 5.09
C 2.84 0.58 5.34
C 2.26 1.76 4.85
C 1.05 1.71 4.14
C -2.03 -0.27 3.81
C -2.07 -0.59 5.17
C -3.22 -1.18 5.70
C -4.34 -1.39 4.90
C -4.30 -1.05 3.54
C -3.14 -0.50 3.00
H -1.70 2.42 3.05
H 0.55 -1.65 4.14
H 2.67 -1.58 5.43
H 3.77 0.61 5.90
H 2.75 2.72 5.00
H 0.61 2.63 3.75
H -1.20 -0.40 5.80
H -3.23 -1.47 6.75
H -5.24 -1.85 5.32
H -5.16 -1.23 2.88
H -3.09 -0.27 1.93
```

Values from the calculation:
Highest occupied orbital energy (alpha / beta) in Ha: -0.2529 / -0.2524
Molar mass in g/mol: 743.00
Multiplicity: 6
Energy above the lowest of the compared OMol25 structures with the same formula, charge and spin in kJ/mol: 0.0
Total charge: 0
Total energy in eV: -82975.269
Gap between HOMO and LUMO (alpha / beta) in hartree: 0.2618 / 0.2619